Here is a molecular structure, C60H62AsBHfN6S3 from the OMol25 dataset. Energies are from wB97M-V/def2-TZVPD.

The calculation puts the lowest unoccupied orbital energy at -6.48 eV. As for the highest occupied orbital energy: -0.43196 hartree. The frontier orbital gap is 5.274 eV. The total charge is +2. The value obtained for the largest force on an atom is 0.0149 hartree/bohr.

XYZ file:
```
134
Properties=species:S:1:pos:R:3:forces:R:3
C 1.666 3.196 -5.300 0.0 0.0 -0.1
C 4.406 2.036 -1.341 0.1 0.1 -0.1
C -5.280 -2.912 -0.532 0.0 0.0 0.0
H 6.993 -1.596 -3.704 0.0 0.0 0.0
H -4.630 -2.148 6.241 0.0 0.0 0.0
C 2.579 4.204 1.004 0.0 -0.1 0.0
H 0.628 0.961 6.096 0.0 0.0 0.0
H -1.236 -6.032 -0.362 0.0 0.0 0.0
H -4.005 4.047 -2.378 0.0 0.0 0.0
As 2.519 2.390 -1.222 -0.2 -0.3 0.3
C 8.164 -3.098 0.238 0.0 0.0 0.0
C 2.059 5.254 -1.103 0.0 0.0 0.0
H 2.821 3.326 1.594 0.0 0.0 -0.1
H -7.607 1.745 2.033 0.0 0.0 0.0
H -4.296 1.327 3.705 0.0 0.0 0.0
C -5.786 -4.314 -0.864 0.0 0.0 0.0
C 6.888 -3.208 -1.790 0.1 -0.1 0.1
C -0.261 0.304 4.276 -0.2 -0.2 -0.1
H -6.050 1.220 3.904 0.0 0.0 0.0
H 0.454 3.173 -3.530 0.0 0.0 0.0
N -1.237 -0.386 2.222 0.1 -0.1 0.0
C 1.446 3.029 -3.940 0.0 0.0 0.1
C -5.463 2.001 1.995 0.1 0.0 0.0
C 1.971 6.483 -0.462 0.0 -0.1 -0.1
H 2.657 -1.662 -6.089 0.0 0.0 0.0
C 3.600 -1.656 -5.560 0.0 0.0 0.1
H -5.622 -5.015 -0.045 0.0 0.0 0.0
H 7.312 1.237 0.168 0.1 0.0 0.0
H 4.990 2.549 -5.441 0.0 0.0 0.0
H 9.001 -3.437 0.833 0.0 0.0 0.0
H -6.282 3.587 3.216 0.0 0.0 0.0
C -0.693 -5.127 -0.101 0.0 0.0 0.0
C 2.499 5.435 1.635 0.0 0.0 0.0
C 4.872 -1.783 -2.051 0.1 0.0 0.0
H -3.399 -5.014 -0.484 0.0 0.0 0.0
H -1.156 -0.609 5.971 0.0 0.0 0.0
C 7.068 1.629 -1.927 0.1 -0.1 0.1
H -4.588 -3.634 4.266 0.0 0.0 0.0
H 2.133 7.534 1.397 0.0 0.0 0.0
C 6.195 1.960 -2.950 -0.1 -0.1 0.0
H -4.548 3.742 2.930 0.0 0.0 0.0
C -1.110 -2.646 0.129 0.2 0.2 0.1
S -0.872 1.360 -1.797 -0.4 0.1 0.1
C 3.756 -1.324 -1.375 0.1 0.1 -0.1
H -5.804 -3.054 1.580 0.0 -0.1 0.0
H -7.012 2.290 0.472 0.0 0.0 0.0
C 2.192 6.574 0.903 0.0 0.0 0.0
H 1.903 5.200 -2.173 0.0 0.0 0.0
H -6.782 0.609 0.963 0.0 0.0 0.0
C -3.273 2.524 -1.085 -0.1 -0.2 0.3
H 0.847 3.470 -5.951 0.0 0.0 0.0
C -2.275 1.573 -0.745 0.2 -0.1 -0.4
H 4.775 -1.483 -7.346 0.0 0.0 0.0
H -5.647 -1.401 0.981 0.0 0.1 0.0
C 6.050 -1.656 -4.224 0.0 0.1 -0.2
C -5.231 1.087 3.196 0.0 0.0 0.0
H 4.930 1.594 0.703 0.0 0.0 0.0
H 2.677 5.506 2.699 0.0 0.0 0.0
C 4.853 -1.760 -3.500 0.0 0.0 0.1
C 2.512 2.687 -3.121 0.2 0.1 -0.1
C 0.719 1.140 5.027 0.1 0.0 0.1
C 3.626 -1.746 -4.185 0.0 0.0 0.0
H -5.187 0.038 2.907 0.0 0.0 -0.1
H -5.097 3.352 -0.386 0.0 0.0 0.0
H -1.525 -3.834 4.943 0.0 0.0 0.0
H 8.607 -4.416 -1.395 0.0 0.0 0.0
H 7.486 -1.707 1.729 0.0 0.0 0.0
H -7.064 -2.372 0.552 0.0 0.0 0.0
S 0.619 -2.278 0.268 -0.5 -0.5 -0.3
C -4.307 2.639 -0.198 0.1 -0.1 0.1
Hf 0.794 0.199 -0.281 0.3 0.1 0.1
C -5.496 3.459 2.472 0.0 0.0 0.0
H -5.252 -0.957 -1.485 0.0 0.0 0.0
C -0.319 0.325 2.861 0.2 0.4 -0.1
S 0.800 1.332 1.938 -0.1 0.0 0.4
H 1.739 0.913 4.715 0.0 0.0 0.0
H -6.860 -4.275 -1.044 0.0 0.0 0.0
C 2.770 -0.830 -0.830 0.0 0.0 0.0
C -2.962 -4.045 -0.289 0.0 0.1 0.0
H 8.117 1.483 -2.150 0.0 0.0 0.0
C -3.782 -2.901 -0.274 0.2 0.1 0.0
C 2.938 3.018 -5.830 0.0 0.0 0.0
H -0.232 -5.263 0.878 0.0 0.0 0.0
C 6.017 -2.230 -1.286 -0.1 0.1 0.0
H 5.551 -0.951 0.381 0.0 -0.1 0.0
H -3.189 2.716 -3.212 0.0 0.0 0.0
H 0.118 -4.974 -0.813 0.0 0.0 0.0
C -4.343 1.854 0.981 0.0 0.0 -0.1
C -3.030 -2.262 4.796 0.1 0.0 0.0
C -3.936 -1.469 5.745 0.0 0.0 0.0
B -1.335 -0.266 0.647 -0.5 0.0 0.3
H -2.237 3.903 -2.338 0.0 0.0 0.0
N -1.967 -1.624 0.188 0.3 -0.1 0.0
C -3.176 3.347 -2.323 0.0 0.1 -0.1
N -3.407 0.974 1.230 0.0 0.2 -0.1
C 7.308 -2.126 0.749 0.0 0.0 -0.1
N -3.267 -1.712 -0.017 0.0 -0.2 0.0
H -6.654 -1.954 -1.891 0.0 0.0 0.0
C -1.607 -3.947 -0.085 -0.1 0.1 0.0
N -2.401 0.852 0.362 0.1 0.0 -0.1
C -2.221 -3.298 5.589 0.0 0.0 0.0
H 3.102 3.157 -6.890 0.0 0.0 0.0
C 4.004 2.675 -5.013 0.0 0.0 0.1
H -3.278 -3.581 3.080 0.0 0.0 0.0
H -5.086 -2.302 -2.619 0.0 0.0 0.0
C -1.150 -0.533 4.892 0.0 0.1 -0.1
C 2.364 4.114 -0.367 0.0 0.2 -0.2
H 0.551 2.200 4.833 0.0 0.0 0.0
C 7.950 -3.644 -1.020 0.0 0.0 0.0
C 6.617 1.490 -0.620 0.0 0.1 0.0
C -2.058 -1.304 4.134 -0.1 0.0 -0.1
C 5.277 1.697 -0.320 0.0 0.0 0.0
H -2.897 -4.028 6.035 0.0 0.0 0.0
C -5.580 -1.972 -1.705 0.0 0.0 0.0
C 6.014 -1.554 -5.603 0.0 0.0 0.1
C 6.230 -1.704 0.000 -0.1 -0.1 0.1
H 6.935 -1.459 -6.162 0.0 0.0 0.0
N -2.097 -1.205 2.827 0.1 0.0 0.1
H -3.369 -0.957 6.524 0.0 0.0 0.0
C 4.847 2.156 -2.665 0.0 0.0 0.2
C -3.886 -2.976 3.753 0.0 0.0 0.0
C -6.790 1.640 1.318 0.0 0.0 0.0
H -4.520 -0.725 5.202 0.0 0.0 0.0
H 1.740 7.369 -1.037 0.0 0.0 0.0
H 6.701 -3.660 -2.752 0.0 0.0 0.0
H -1.653 -2.844 6.401 0.0 0.0 0.0
H -5.320 -4.715 -1.765 0.0 0.0 0.0
C -5.989 -2.402 0.726 -0.1 0.0 0.0
C 4.795 -1.559 -6.267 0.0 0.0 -0.1
H 2.708 -1.824 -3.620 0.0 0.0 0.0
H -4.450 -2.271 3.145 0.0 0.1 0.0
H 6.565 2.059 -3.961 0.0 0.0 0.0
C 3.801 2.507 -3.647 -0.1 0.0 -0.1
H -5.704 4.157 1.660 0.0 0.0 0.0
```
Forces are in eV/Å.